No. 1
17
Properties=species:S:1:pos:R:3:mulliken_charge:R:1 method="wB97M-V/def2-TZVPD" lumo_ev="0.763 / 0.763" charge=0 multiplicity=1 gap_ev="6.146 / 6.137"
C 0.16273 0.02309 1.35528 -0.36
C 0.45966 -1.05527 -0.83387 -0.62
C 1.36310 0.56357 0.60394 -0.57
C 0.37087 0.63906 -0.79945 -1.23
C 1.65179 -0.30374 -0.50110 -0.15
C -1.97519 -0.52204 -0.15685 -1.54
C -0.50353 -0.28406 0.01029 1.11
H 0.34400 -1.88938 -1.51185 0.40
H -2.19882 -1.47508 0.33336 0.34
H 0.27421 1.31815 -1.63690 0.23
H 2.14170 1.19783 1.01244 0.43
H 0.33968 2.33723 0.30796 0.16
H -2.25704 -0.61480 -1.21187 0.38
H -2.58375 0.25930 0.30810 0.38
H -0.32815 0.83274 1.89318 0.36
H 2.57174 -0.27383 -1.07539 0.41
H 0.37525 -0.84582 1.98417 0.28



No. 2
19
Properties=species:S:1:pos:R:3:mulliken_charge:R:1 method="wB97M-V/def2-TZVPD" lumo_ev=1.036 charge=0 multiplicity=1 gap_ev=10.792
O 2.85984 1.18737 -0.16819 -0.43
C -0.14893 -0.33774 0.07402 -0.31
C -1.61667 -0.19119 0.41448 -0.35
C -2.39883 -1.20522 -0.41039 -1.24
C 1.77594 0.47941 -0.87511 -0.57
C 2.07902 1.02711 1.05044 -0.43
C 0.80668 0.80279 0.22235 0.11
H 2.08408 -0.57383 -0.90928 0.34
H -3.47234 -1.14392 -0.22409 0.39
H -2.06490 -2.22406 -0.18036 0.29
H 2.10791 1.92461 1.67661 0.28
H 0.29519 -1.25417 0.49924 0.27
H -1.83434 -0.32702 1.48189 0.28
H 2.37296 0.14566 1.64161 0.25
H 1.08700 0.50411 -1.86057 0.34
H -0.09400 -0.37148 -1.14974 -0.04
H 0.30942 1.76541 0.03788 0.19
H -2.21891 -1.03626 -1.47945 0.32
H -1.92910 0.82843 0.15866 0.31



No. 3
14
Properties=species:S:1:pos:R:3:mulliken_charge:R:1 method="wB97M-V/def2-TZVPD" lumo_ev=4.221 charge=-1 multiplicity=1 gap_ev=6.769
S -1.48775 -1.68052 0.07139 -0.70
N 1.19234 0.00898 1.92896 -0.63
N 0.77179 0.67136 -0.42350 -0.55
C -2.12752 -0.61656 -1.28608 -0.79
C 1.57495 0.84154 0.80425 -0.37
H 2.62109 0.86273 0.46292 0.31
H 1.41821 -0.94765 1.69010 0.29
H 0.01735 -0.02855 -0.28478 0.03
H 1.14763 0.19179 -1.23844 0.22
H -1.50674 -0.79104 -2.23582 0.17
H 0.17783 0.05108 1.98028 0.31
H -3.18026 -0.91334 -1.48764 0.24
H 1.48583 1.92822 0.99429 0.22
H -2.10476 0.42196 -0.97595 0.26



No. 4
13
Properties=species:S:1:pos:R:3:mulliken_charge:R:1 method="wB97M-V/def2-TZVPD" smiles="CC=C=CC" lumo_ev=1.063 charge=0 multiplicity=1 gap_ev=10.239
C -2.28489 0.35519 -0.22751 -0.94
C 0.01437 0.08671 0.55014 -0.13
C 1.09706 -0.56173 0.19691 -0.11
C 2.39806 -0.10539 -0.39792 -0.97
C -1.22533 0.38438 0.84902 -0.20
H 2.44981 0.98235 -0.48970 0.31
H -2.97764 -0.47983 -0.06175 0.27
H 3.24828 -0.45693 0.19805 0.29
H 2.49468 -0.55533 -1.39433 0.26
H 0.95565 -1.62863 0.34669 0.31
H -2.85910 1.28609 -0.26897 0.29
H -1.51593 0.49609 1.89406 0.31
H -1.79502 0.19702 -1.19469 0.30



No. 5
20
Properties=species:S:1:pos:R:3:mulliken_charge:R:1 method="wB97M-V/def2-TZVPD" lumo_ev=1.138 charge=0 multiplicity=1 gap_ev=10.990
C 0.48175 -0.66226 0.02481 -0.71
C 1.94828 0.79457 0.32132 -0.57
C -0.99270 -1.03346 -0.18622 -0.44
C -1.64939 0.19271 -0.94278 -0.77
C -0.88164 1.06173 0.16287 -0.33
C 2.02608 -0.76402 -0.29502 -0.41
C -1.42820 -0.16186 1.04104 -0.67
C 0.45260 0.67520 -0.25451 0.31
H -1.43124 -2.01165 -0.09945 0.42
H 0.74565 -0.74743 0.98250 0.46
H -0.84900 -0.76262 2.03204 0.19
H -1.16381 2.18542 0.58898 0.27
H -1.48587 0.33768 -2.00395 0.41
H -2.79951 0.04726 -0.93471 0.26
H 2.42873 -0.65214 -1.45648 0.23
H 2.32008 -1.73294 0.43520 0.24
H 1.95520 0.49220 1.36242 0.33
H 2.52894 1.73036 -0.11960 0.29
H -2.46384 -0.10193 1.39278 0.38
H 0.47397 0.60012 -1.40879 0.12



No. 6
15
Properties=species:S:1:pos:R:3:mulliken_charge:R:1 method="wB97M-V/def2-TZVPD" smiles="NC=O.CSC" lumo_ev=0.841 charge=0 multiplicity=1 gap_ev=9.095
S -1.28133 2.17973 -0.09024 -0.08
O 0.73127 -1.74332 0.27122 -0.55
N 0.84832 -2.61323 2.29512 -0.40
C 1.43735 -2.33629 1.07408 0.12
C 0.40721 1.68688 -0.51988 -0.70
C -1.99251 1.52124 -1.66609 -0.77
H -2.18288 0.41797 -1.63287 0.25
H 0.65467 1.93613 -1.55869 0.27
H -2.93509 2.08445 -1.81420 0.31
H 2.30550 -2.97683 0.83774 0.31
H 0.15527 -1.89310 2.45498 0.26
H 1.51364 -2.91817 2.98724 0.24
H 1.04266 2.15590 0.21305 0.30
H 0.62799 0.61765 -0.37497 0.20
H -1.33206 1.88099 -2.47647 0.24



No. 7
97
Properties=species:S:1:pos:R:3:mulliken_charge:R:1 method="wB97M-V/def2-TZVPD" lumo_ev=2.339 charge=-2 multiplicity=1 gap_ev=2.267
Ba 1.22540 0.47191 -1.43044 1.01
As 3.35968 -1.35275 -2.19154 0.16
S -1.10598 1.40022 -8.76145 -0.37
S -0.37685 -0.36946 -6.47281 -0.14
S 0.68439 -0.99977 -3.77729 -0.62
S 0.16836 2.45512 -6.28679 -0.15
S 1.43211 2.34113 -3.63135 -0.34
P -1.06240 -1.89225 0.54469 0.98
P -2.42685 0.83101 -0.24894 1.06
N -3.53878 -3.03325 0.23026 0.04
N -4.75635 -0.59582 -0.44826 0.10
C 3.10821 2.42477 2.96036 -0.60
C -7.62978 -2.84377 -0.44840 -0.50
C 0.67656 1.49498 -4.88353 0.20
C -1.29779 -2.13743 2.37052 -1.69
C -6.87410 -1.69450 -0.56756 -0.38
C 4.44731 1.95457 5.03377 -0.37
C -0.48284 1.17364 -7.24456 0.09
C 2.82786 3.81382 3.18937 0.39
C -1.16674 -4.78799 0.66715 -1.89
C -5.66109 -4.12696 0.06938 -0.29
C 1.83071 1.30164 0.94464 1.50
C -5.48623 -1.73279 -0.35515 -0.21
C 4.31307 -2.89359 -2.94527 -1.26
C 2.43797 1.80971 1.87438 -2.40
C -3.04062 1.19173 -2.89763 -1.93
C 5.82210 -0.01562 5.16001 -0.43
C -2.84148 -1.90678 0.11138 -0.23
C 4.48966 0.40634 3.20366 -0.55
C 4.01735 1.63206 3.72881 0.41
C -0.58791 -3.67021 -1.48260 -1.94
C -2.39666 3.22314 -1.58850 -1.70
C 2.21033 6.54712 3.55922 -0.44
C -3.13562 1.56135 1.30207 -1.69
C 5.36682 -0.39054 3.89998 -0.45
C 1.65809 4.39177 2.64755 -0.78
C -3.44915 -0.69185 -0.23658 -0.25
C 3.69774 4.68704 3.87379 -0.37
C 1.36335 5.72192 2.82935 -0.47
C 0.40427 0.16153 -4.96366 -0.13
C 1.04647 -3.63684 0.40971 -1.95
C -0.43766 -3.60437 0.03501 2.08
C -4.86857 -2.97281 -0.02107 -0.12
C 3.87497 -0.05316 -3.52564 -0.86
C -3.22013 1.93067 -1.57125 1.83
C 5.33861 1.15880 5.71902 -0.64
C 4.74592 -0.87738 -0.87087 -1.21
C 3.38402 6.01575 4.06706 -0.61
C -4.70147 2.24940 -1.36457 -1.81
C -7.02419 -4.05683 -0.13875 -0.51
H 3.58682 0.96165 -3.25105 0.25
H 3.82884 -3.24436 -3.85798 0.33
H -2.00011 0.89368 -3.03175 0.44
H 4.74352 -1.60428 -0.05426 0.34
H 1.55089 -2.75431 0.00116 0.41
H -4.22091 1.49200 1.30996 0.42
H -7.33340 -0.75190 -0.82396 0.49
H 5.73972 -0.86677 -1.32246 0.47
H -2.72466 1.00932 2.14506 0.28
H -2.23575 -4.68685 0.50010 0.24
H -3.32602 1.83226 -3.73336 0.54
H -0.16301 -4.59735 -1.87087 0.47
H -0.97473 -4.83996 1.73502 0.35
H 1.52452 -4.53646 0.01714 0.52
H -0.82158 -5.71813 0.21403 0.55
H -1.33608 2.99312 -1.73476 0.33
H 1.16392 -3.62515 1.49219 0.34
H 3.39406 -0.27941 -4.47750 0.31
H -2.81319 2.59601 1.38243 0.43
H -5.09515 2.76540 -2.24054 0.54
H 6.51364 -0.64086 5.70582 0.34
H 4.95590 -0.06928 -3.68111 0.41
H 1.97680 7.59411 3.69809 0.33
H -2.73297 3.87907 -2.39251 0.49
H 5.71622 -1.31892 3.46311 0.34
H 5.66494 1.44717 6.71297 0.34
H 0.45739 6.13469 2.39903 0.35
H -0.07450 -2.83255 -1.95459 0.52
H 4.13502 0.10776 2.22806 0.21
H -8.70117 -2.80442 -0.59847 0.38
H -3.65736 0.29389 -2.92729 0.31
H -1.63996 -1.19254 2.78833 0.29
H -2.03025 -2.91654 2.57158 0.43
H 4.53762 0.10471 -0.43864 0.32
H 5.34639 -2.62501 -3.18089 0.39
H 4.06930 6.65607 4.61300 0.34
H 4.66165 4.33186 4.20438 0.58
H 4.32464 -3.72149 -2.23153 0.34
H -2.49369 3.75778 -0.64378 0.35
H -1.63972 -3.63146 -1.76365 0.37
H -5.18748 -5.07024 0.30506 0.47
H 4.03114 2.81539 5.53642 0.57
H -5.26051 1.32891 -1.21922 0.20
H 0.99777 3.75672 2.07118 0.49
H -7.63186 -4.94906 -0.06237 0.39
H -4.84827 2.89248 -0.50183 0.35
H -0.34045 -2.38113 2.82356 0.44



No. 8
6
Properties=species:S:1:pos:R:3:mulliken_charge:R:1 method="wB97M-V/def2-TZVPD" lumo_ev="-2.329 / -2.421" charge=0 multiplicity=1 gap_ev="7.203 / 7.118"
S 1.77420 2.87894 0.57669 -0.12
P 0.30352 0.35415 0.17897 0.06
C -0.30880 -1.18933 -0.15810 -0.56
H -1.00794 1.12370 0.17983 0.05
H -1.20050 -1.28786 -0.68857 0.28
H 0.43951 -1.87961 -0.08882 0.30